C25H70AsF6O20S10 as an isolated structure in a non-equilibrium geometry. Source: the Open Molecules 2025 dataset; level of theory: ωB97M-V with the def2-TZVPD basis set.

Element x y z (Å)
1 As -0.3534 0.1448 -0.3036
2 S 0.7309 -3.7429 -4.0778
3 S -3.0858 6.2446 2.9745
4 S 5.5592 -0.4481 2.7268
5 S 4.9547 2.4649 -1.0444
6 S -1.9108 -2.5846 4.8676
7 S -1.1341 -5.1465 -0.1614
8 S 4.4392 -3.9693 -1.8690
9 S -5.7406 -0.2191 -2.4243
10 S 1.4684 4.4950 2.6480
11 S -0.8780 0.8836 -7.4227
12 F -0.5453 -0.8255 -1.7042
13 F 0.6014 1.2744 -1.1741
14 F -1.3678 -0.8604 0.6718
15 F 1.0321 -0.8491 0.0610
16 F 0.0497 1.0052 1.1557
17 F -1.7751 1.0165 -0.7428
18 O 2.4731 3.5100 2.8428
19 O -1.7271 -0.1399 -7.9199
20 O 0.2505 4.1563 3.6232
21 O 6.1860 0.8071 2.9211
22 O -2.9285 5.0386 1.9379
23 O -1.5646 1.3529 -6.0784
24 O 5.7215 -1.1513 1.4941
25 O -5.6388 -0.4283 -3.8919
26 O 4.5419 3.7921 -0.5140
27 O 1.7449 -4.0212 -5.1274
28 O 4.0256 -0.2765 3.0723
29 O 3.9054 -4.3166 -3.2043
30 O -2.4486 -4.6377 -0.4161
31 O 1.7528 5.8612 2.8813
32 O 0.5056 0.6662 -7.1787
33 O -4.3480 6.8733 2.7952
34 O -1.6702 -3.8269 4.0902
35 O -0.2754 -5.5927 -1.1999
36 O -2.7590 5.7168 4.2506
37 O -1.2338 -6.2591 0.9544
38 C 6.5634 2.2051 -0.3037
39 C -4.4366 -1.1767 -1.6664
40 C -1.6557 2.6382 -4.0444
41 C -0.3339 -2.4123 -4.6253
42 C -3.6661 -2.6742 5.3189
43 C -0.1614 2.7780 3.6960
44 C 3.1457 -3.0981 -0.9723
45 C -2.1475 -1.1937 3.7481
46 C 4.1458 1.1533 -0.1165
47 C -3.0536 4.1622 -0.3028
48 C -0.8706 2.5856 5.0207
49 C -1.0779 2.3069 -8.4610
50 C -2.1141 -7.1297 3.0022
51 C -3.5896 5.2021 0.6731
52 C 3.1799 -1.3530 2.6176
53 C 5.5150 -2.5555 -2.0935
54 C 6.0393 -1.5183 4.0593
55 C -4.9563 1.3725 -2.1022
56 C -0.8453 2.2948 -5.2483
57 C -2.3560 -6.1940 1.8370
58 C 1.7743 -1.2410 3.1747
59 C 0.6623 4.3130 1.0982
60 C -0.4242 -5.1226 -4.1412
61 C -0.2402 -3.9123 0.7201
62 C -1.7688 7.2918 2.4064
63 H -0.5794 3.1628 -5.8651
64 H -5.1353 1.7861 -1.1116
65 H 5.8220 -2.2191 -1.0943
66 H -0.0589 -5.9676 -3.5747
67 H -3.6686 4.2248 -1.2024
68 H 0.2069 -1.5821 -5.0648
69 H 4.6172 0.1940 -0.2907
70 H 5.2420 -2.1740 4.3856
71 H -1.1619 -0.7974 3.4959
72 H 3.1573 -1.3689 1.5263
73 H -2.2718 -8.1458 2.6296
74 H -2.6380 3.0328 -4.2998
75 H -0.8116 2.4565 2.8800
76 H 1.3816 4.2888 0.2828
77 H -1.1265 -7.0080 3.4277
78 H 3.0832 1.2174 -0.3321
79 H -0.2921 3.0339 -8.2612
80 H 0.2075 3.3221 1.0689
81 H -2.7392 -1.4491 2.8735
82 H 4.1608 1.4545 0.9372
83 H 6.9419 -2.0409 3.7519
84 H 1.2865 -0.3991 2.6829
85 H -4.5393 -2.2540 -1.7649
86 H -1.8374 3.0892 5.0134
87 H 6.4944 2.3298 0.7795
88 H -1.6213 7.1428 1.3386
89 H -2.6148 -0.3681 4.2936
90 H -0.2722 2.9905 5.8371
91 H -0.2364 -3.0090 0.1148
92 H 0.1281 1.8789 -4.9794
93 H -0.7126 -3.7365 1.6849
94 H -1.7653 1.7729 -3.3899
95 H -5.2771 2.0715 -2.8742
96 H 2.1720 -3.5479 -1.1611
97 H -3.4809 -0.9087 -2.1281
98 H -4.3061 -2.5333 4.4507
99 H 6.3321 -0.8367 4.8567
100 H -0.9959 2.0021 -9.4990
101 H -0.0673 5.1048 0.9685
102 H -3.8635 -2.0653 6.1961
103 H -2.9432 -6.9574 3.6883
104 H 6.4004 -2.8647 -2.6417
105 H -2.0512 8.3178 2.6138
106 H 3.5945 -2.3304 2.9014
107 H -2.0332 2.7579 -8.2072
108 H 1.8505 -1.1905 4.2606
109 H 5.0351 -1.6947 -2.5594
110 H -0.5755 -5.4019 -5.1859
111 H -1.3688 -4.7544 -3.7342
112 H 0.7255 2.1437 3.6351
113 H 6.8424 1.1477 -0.3883
114 H -4.3217 -0.8915 -0.6171
115 H 1.1680 -2.1068 2.9028
116 H -0.8663 6.9280 2.8969
117 H -3.8791 1.2527 -2.2445
118 H -3.2258 3.1760 0.1221
119 H -1.0990 3.3822 -3.4715
120 H -3.2976 -6.4310 1.3445
121 H -2.4352 -5.1865 2.2533
122 H 3.3410 -3.1427 0.1021
123 H 0.7927 -4.2411 0.8138
124 H -2.0138 4.3682 -0.5418
125 H 3.0905 -2.0518 -1.2767
126 H -4.6535 4.9905 0.8186
127 H -3.5652 6.2034 0.2342
128 H -1.0197 1.5235 5.2264
129 H 7.3140 2.8521 -0.7433
130 H -3.8170 -3.7248 5.5844
131 H -1.0395 -2.7661 -5.3905
132 H -0.9950 -2.1815 -3.7873

Calculated values
Net charge: -1
Electronic energy, Eh: -9316.21019
Multiplicity: 1
Energy relative to the best compared isomer or geometry (same formula, charge and spin), kcal/mol: 30.7
Frontier orbital gap, eV: 7.39
HOMO level, eV: -5.71


A 7-piece molecular cluster, C25H70N6O7 overall in a non-equilibrium geometry. Source: the Open Molecules 2025 dataset; level of theory: ωB97M-V with the def2-TZVPD basis set.

Element x y z (Å)
1 O 3.3614 11.2056 -3.7801
2 O -0.3712 5.8592 -1.5063
3 O 2.9238 6.1260 -5.3983
4 O 2.6115 2.9668 -10.2274
5 O -1.1517 10.3619 -9.2006
6 O 4.5191 1.3373 -4.2563
7 O 6.1449 3.5683 -8.6359
8 N -0.9584 7.7542 -8.2603
9 N 2.4727 13.0798 -1.7904
10 N 0.0942 3.3524 -2.8901
11 N 4.3687 -1.3629 -4.0117
12 N -0.4638 4.7802 -9.2678
13 N 5.3435 5.6970 -7.0991
14 C 0.0589 3.5427 -1.4028
15 C 1.2453 3.1614 -9.9393
16 C 0.1371 7.1867 -1.3451
17 C 3.0944 6.2621 -3.9841
18 C 6.2504 4.8633 -9.1931
19 C 0.1748 8.7014 -8.1599
20 C 3.9042 11.1662 -2.4774
21 C 5.3034 7.2576 -8.9467
22 C 3.3737 9.9201 -4.3640
23 C 7.1887 2.7546 -9.1396
24 C 5.1770 5.7798 -8.5466
25 C 3.5624 0.8518 -3.3384
26 C 4.0735 2.4739 -4.9972
27 C 4.4505 12.5973 -0.5180
28 C 3.8561 12.5995 -1.9431
29 C 0.8613 2.3860 -0.8108
30 C 0.9791 3.9228 -7.5629
31 C 0.6028 4.9192 -1.0981
32 C 3.1594 -0.5889 -3.6648
33 C 1.4959 7.9025 -8.2090
34 C -1.2681 11.4978 -10.0329
35 C 2.5117 -1.2975 -2.4602
36 C 0.9399 4.3531 -9.0210
37 C 3.1290 3.7997 -11.2252
38 C 0.0913 9.6918 -9.3313
39 H 3.8216 12.0791 0.2028
40 H 1.8650 2.3882 -1.2425
41 H -1.5591 11.1649 -11.0383
42 H 2.6909 9.1861 -3.9316
43 H 3.8325 6.1337 -5.7523
44 H 2.2998 8.4987 -7.7525
45 H 1.9399 12.8330 -2.6293
46 H 0.4624 1.3966 -1.0202
47 H 3.9522 6.8609 -3.6685
48 H 4.6083 13.6119 -0.1475
49 H 1.5158 6.9623 -7.6643
50 H 5.4966 7.3067 -10.0253
51 H 5.3848 4.7248 -6.8188
52 H 4.9527 10.8382 -2.4497
53 H 7.1935 5.3530 -8.9251
54 H 6.9485 1.7735 -8.7299
55 H 2.5623 -0.6971 -4.5795
56 H 1.5927 5.1788 -9.2981
57 H 3.3369 10.4860 -1.8296
58 H 0.8640 10.4439 -9.1211
59 H 4.9086 -0.7317 -4.6114
60 H 6.0571 4.8481 -10.2710
61 H 3.0317 4.8658 -10.9712
62 H 1.8650 7.8170 -9.2363
63 H 4.4629 13.2660 -2.5519
64 H 4.1710 3.5555 -11.4078
65 H 1.1681 7.2952 -1.6742
66 H -1.0329 3.9435 -9.1350
67 H -0.6252 2.7402 -3.2613
68 H 0.9734 2.5922 0.2580
69 H 2.1846 6.7341 -3.6146
70 H 3.3679 2.0692 -5.7335
71 H 0.0821 9.2487 -7.2230
72 H -0.2081 4.2690 -3.2289
73 H 6.0865 7.7896 -8.4123
74 H 4.0305 0.8326 -2.3515
75 H -0.9754 3.4580 -1.0571
76 H 0.1413 3.3521 -7.1538
77 H 3.2086 5.2491 -3.5873
78 H 3.1025 -1.1498 -1.5556
79 H 5.4707 12.2071 -0.5795
80 H 1.5616 5.1072 -1.5906
81 H 0.0617 7.3509 -0.2626
82 H 1.7982 3.2008 -7.4401
83 H 1.1885 4.6926 -6.8176
84 H 8.1876 3.0884 -8.8340
85 H 0.7732 2.2289 -9.6186
86 H 3.0762 9.9378 -5.4171
87 H 2.3858 -2.3467 -2.7099
88 H 0.7700 4.9775 -0.0142
89 H 2.6165 1.3958 -3.2790
90 H 4.9036 2.9906 -5.4741
91 H 4.4148 9.5908 -4.4500
92 H -0.5741 7.8920 -1.7669
93 H -0.7337 6.9208 -7.7261
94 H 2.0018 12.4195 -1.1663
95 H 6.1272 6.2071 -6.7196
96 H 4.1871 5.4238 -8.8409
97 H 1.5483 -0.8498 -2.1931
98 H 0.1451 9.2668 -10.3391
99 H -0.6411 4.9630 -10.2562
100 H 4.3399 7.7627 -8.8886
101 H -0.9042 7.4046 -9.2143
102 H 0.7040 3.3151 -10.8872
103 H -0.3051 12.0075 -10.1493
104 H 3.5630 3.1845 -4.3397
105 H 4.3058 -2.1446 -4.6556
106 H 7.3268 2.6380 -10.2217
107 H 2.5281 3.6983 -12.1406
108 H -2.0293 12.1447 -9.6065

Calculated values
Electronic energy, Eh: -1849.52738
Structure (SMILES): COC[C@H](C)N.COC[C@H](C)N.COC[C@H](C)N.COC[C@H](C)N.COC[C@H](C)N.COC[C@H](C)N.CO
Multiplicity: 1
Energy relative to the best compared isomer or geometry (same formula, charge and spin), kcal/mol: 56.8
Frontier orbital gap, eV: 9.14
HOMO level, eV: -8.63